61
Properties=species:S:1:pos:R:3:forces:R:3 method="wB97M-V/def2-TZVPD" e_tot_ha=-2337.8522 charge=-1 largest_force_ev_per_a=8.20 homo_lumo_gap_ev=8.0
Cl 14.45153 -8.61055 31.83975 0.20 -2.20 2.72
O 18.67367 -1.49005 32.04235 2.24 2.84 -1.08
O 14.42343 -7.79626 33.01996 -0.12 0.35 0.82
O 22.12528 -7.75245 37.06513 3.76 -1.70 -2.92
O 14.77356 -9.99680 32.20583 -0.03 0.75 -0.17
O 10.25969 -0.68636 26.96557 -0.13 0.77 -0.31
O 15.43362 -8.10928 30.98561 2.28 1.00 -2.20
O 13.19419 -8.59329 31.21814 -2.24 0.12 -1.21
O 14.91975 -13.08927 24.47297 -0.82 1.08 -1.74
O 21.98413 -13.02166 29.63327 -0.24 0.52 1.59
O 19.87395 -6.64766 24.62092 -0.28 0.42 -0.44
O 7.12165 -14.04719 29.49533 0.34 0.45 0.31
N 18.01081 -3.06946 33.44332 1.02 -2.25 3.67
N 21.69237 -7.21811 39.16029 1.26 -0.50 1.85
N 22.07191 -6.38289 25.15615 2.28 0.13 -1.99
N 16.74947 -2.53629 31.88194 -6.31 -0.19 -5.22
N 15.73526 -14.98394 25.25723 1.74 -2.89 1.01
N 20.67137 -6.45059 26.67569 -3.01 0.02 7.40
N 9.37226 -14.04433 29.40642 2.88 -3.71 1.52
N 20.11386 -7.36860 37.61667 -5.65 0.35 -1.44
N 10.41395 -2.62079 28.06776 0.60 -0.06 1.43
N 8.34712 -12.39723 28.66050 -1.20 7.17 -3.30
N 9.70329 -2.64101 26.02386 -1.53 -2.79 -4.50
N 15.19593 -13.34601 26.65523 0.74 -0.60 2.69
N 20.96171 -12.26548 31.61591 0.93 -0.45 1.23
N 20.07580 -11.88833 29.66221 -1.94 1.08 -0.44
C 15.27866 -13.76590 25.39893 -1.77 2.80 -2.12
C 10.16851 -1.89935 26.96907 -0.05 2.40 1.32
C 21.33991 -7.55824 37.92004 0.66 1.93 1.73
C 8.19519 -13.49496 29.22238 -1.79 -5.32 1.83
C 20.77676 -6.49055 25.42483 0.29 -0.77 -5.42
C 21.10175 -12.43096 30.27728 2.13 -1.55 -1.58
C 17.86344 -2.26921 32.41662 3.60 -0.54 2.38
H 20.22954 -11.64333 31.92727 0.57 -0.16 0.40
H 19.42901 -11.54251 30.35659 -0.87 0.49 -1.58
H 19.35519 -7.20449 38.26288 0.25 -0.02 -0.31
H 21.38611 -6.90384 27.22689 -0.58 0.21 0.27
H 21.06107 -6.86341 39.86439 0.52 -0.25 -0.14
H 19.70042 -6.53730 26.93997 0.20 -0.22 0.80
H 10.76277 -1.93366 28.72065 0.73 -1.03 0.70
H 15.75868 -13.97557 27.20936 -0.40 0.97 1.19
H 9.31886 -2.30291 25.15323 0.44 0.32 0.33
H 22.37529 -6.47282 24.19700 0.40 0.01 0.52
H 17.18902 -3.59854 33.69795 0.56 -0.03 0.46
H 10.79755 -3.53383 27.86947 0.32 0.16 1.06
H 9.20450 -12.19032 28.16838 -0.63 0.52 0.10
H 16.70390 -2.01667 31.01706 -0.60 -0.01 -0.21
H 9.34106 -15.00464 29.71776 0.30 0.21 -0.03
H 18.83982 -3.09643 34.01962 -0.30 0.10 -0.26
H 22.64110 -6.29687 25.98605 0.68 0.19 -1.13
H 16.54759 -3.51063 31.70868 -0.22 0.02 0.25
H 22.67951 -7.40333 39.26674 -0.25 0.37 0.92
H 9.88809 -3.63373 26.04523 -0.36 0.22 -0.01
H 16.08196 -15.27610 26.15975 0.03 -1.53 -0.79
H 15.03070 -12.39880 26.96439 0.26 -0.20 -0.48
H 10.26166 -13.68733 29.08766 -0.42 0.04 0.20
H 7.45468 -11.94587 28.51938 0.54 0.66 -0.62
H 19.97804 -7.28891 36.61902 -0.55 -0.19 0.29
H 15.44116 -15.62310 24.53260 0.21 0.40 0.27
H 20.03682 -11.83297 28.65448 -0.32 0.04 0.50
H 21.75065 -12.45586 32.21710 -0.33 0.07 -0.11



59
Properties=species:S:1:pos:R:3:forces:R:3 method="wB97M-V/def2-TZVPD" e_tot_ha=-1815.2632 charge=+1 largest_force_ev_per_a=2.21 homo_lumo_gap_ev=9.3
Y -0.38188 -0.32121 -0.37507 -0.60 -2.00 -0.73
F -1.30531 -0.40065 -2.46276 0.80 -0.03 0.89
F -0.97970 -2.46857 -0.02918 -0.01 0.56 -0.08
O 1.25145 -2.02339 -1.70272 0.39 0.13 0.63
O 1.15898 1.06699 -1.49164 0.76 -0.20 0.11
O 0.79461 1.53801 1.16541 -0.49 0.13 0.31
O -0.74686 -0.64744 1.96435 0.25 1.09 0.27
O -2.79355 -0.31942 0.07054 0.34 0.95 0.52
O 1.73859 -0.99554 0.78630 -0.40 0.86 0.24
O -1.42546 1.69473 -0.72787 0.37 0.40 0.43
N 3.54514 -1.18981 2.13786 -0.50 0.39 -0.32
N 2.55235 1.82350 -3.10908 -0.51 -0.45 0.68
N -0.56462 -1.14484 4.19489 -0.22 0.16 -0.13
N 1.48657 -3.92840 -2.94487 -0.06 0.57 -0.43
N -2.18631 3.48682 0.43813 0.70 -0.41 0.01
N 0.89763 3.18464 -2.23125 0.18 -0.04 0.17
N 3.48468 -2.22851 0.08979 0.85 0.00 0.22
N 0.29673 -2.09730 -3.72631 0.85 -0.23 0.11
N -1.81989 -2.44589 2.77001 0.09 0.20 0.06
N -3.74504 -2.34839 -0.09301 -0.27 -0.54 0.22
N 1.34613 3.00252 2.80484 0.49 0.08 0.25
N -4.93952 -0.62575 0.80558 -0.16 -0.63 0.00
N 2.93397 2.24998 1.31493 -0.57 0.16 0.30
N -2.74754 3.17235 -1.77702 0.05 0.23 0.18
C 2.86439 -1.41566 0.98197 0.06 -1.40 -0.77
C 1.52733 1.97827 -2.22010 -0.37 0.51 -0.73
C -2.07467 2.72183 -0.68424 -0.97 0.31 -0.67
C 1.04952 -2.64631 -2.74432 -1.04 0.10 -0.60
C -1.03772 -1.35094 2.91531 -0.14 -1.04 -0.21
C -3.74711 -1.04610 0.28028 -0.52 -0.62 -0.55
C 1.63658 2.20246 1.74433 -0.17 -0.02 -0.81
H 0.17385 -2.52776 -4.62217 -0.22 -0.15 0.07
H 1.98778 3.73929 3.03450 -0.19 0.07 0.29
H -0.27372 -1.30550 -3.41840 -0.44 0.28 -0.03
H -5.61622 -1.35010 0.97545 -0.14 0.34 0.13
H -2.85841 -2.80776 -0.26733 0.40 0.41 -0.22
H -4.55293 -2.92833 0.05476 0.06 0.07 0.01
H 3.09286 -2.38604 -0.82296 -0.56 0.16 0.06
H -1.76564 3.04893 1.24046 -0.11 0.25 0.19
H 4.42897 -1.62051 2.32510 0.01 0.16 0.30
H 2.98886 2.61796 -3.53653 0.22 -0.07 0.03
H 1.03351 3.85645 -2.96269 0.15 0.09 0.09
H 2.07625 -4.36737 -2.26458 0.12 0.01 -0.04
H -0.26841 -1.99119 4.65299 0.00 0.13 0.23
H -1.94526 -2.77325 1.82106 0.00 0.06 -0.12
H 3.62773 2.66383 1.90867 0.34 -0.20 -0.25
H 3.14465 1.65093 0.53704 0.28 -0.03 0.06
H 3.05369 0.96825 -2.93068 0.23 0.08 -0.51
H 0.41972 3.45014 -1.38997 -0.31 -0.07 -0.13
H -2.29959 -2.84916 3.55208 0.08 -0.15 -0.02
H 0.05167 -0.35467 4.28041 0.12 -0.07 0.00
H 4.40552 -2.57447 0.29263 0.00 0.01 -0.14
H 3.04693 -0.58568 2.76373 0.37 -0.09 0.44
H -2.85714 4.22410 0.53532 -0.10 -0.06 0.07
H 0.43810 2.97107 3.22499 -0.08 0.06 -0.10
H 1.50819 -4.21098 -3.90872 0.17 -0.51 0.18
H -2.85749 2.57010 -2.57425 0.24 -0.08 0.02
H -5.13513 0.28966 1.15628 0.37 0.18 -0.10
H -3.11784 4.10407 -1.80230 -0.17 -0.07 -0.08



56
Properties=species:S:1:pos:R:3:forces:R:3 method="wB97M-V/def2-TZVPD" e_tot_ha=-1577.0833 largest_force_ev_per_a=2.69 smiles="NC(N)=O.NC(N)=O.NC(N)=O.NC(N)=O.NC(N)=O.NC(N)=O.NC(N)=O" homo_lumo_gap_ev=8.6
O 2.12420 -1.11353 0.77728 0.05 -0.54 -0.02
O -1.94015 -1.31436 -2.42662 -0.35 -0.66 -0.30
O -2.62605 2.29115 -0.85107 0.65 0.34 -0.25
O -4.43759 -2.66027 -0.50488 -0.67 0.22 0.16
O 4.11443 1.20903 1.46947 0.80 0.10 -0.24
O 0.86855 4.45648 0.67049 0.88 0.75 0.36
O -0.58342 0.53348 2.00315 -0.25 -0.56 0.57
N -3.08635 -2.49380 1.29458 -0.09 0.36 -0.13
N 1.16613 0.08614 3.37164 0.06 0.23 0.53
N -0.90795 -0.60261 3.97150 -0.98 -0.38 0.29
N 5.90991 1.56916 0.09368 0.02 0.21 0.13
N -0.70262 3.37991 -1.41999 -0.20 -0.23 -1.11
N -2.33232 -1.51657 -4.64762 1.24 0.39 -0.06
N -3.89042 -2.28261 -3.19834 0.05 0.35 0.05
N -0.00205 -1.07983 -0.10164 0.59 -0.35 0.46
N 4.70042 -0.33711 -0.08491 -0.61 -0.98 0.18
N 1.50119 -2.51915 -0.95254 0.69 0.51 0.82
N 3.12886 4.22960 1.01792 -0.25 0.00 -0.12
N -5.30547 -2.91978 1.60414 0.01 0.08 -1.11
N -1.30840 1.40719 -2.43222 0.49 0.18 -0.90
N 1.68316 2.46489 1.24035 0.85 -0.74 0.16
C 1.85425 3.76608 0.96666 -2.02 -0.14 -0.42
C 4.86864 0.83419 0.56845 -0.51 -0.17 -0.32
C -1.60115 2.38778 -1.53867 -1.99 -0.83 1.60
C -2.70788 -1.65142 -3.33705 -0.14 -0.77 0.21
C -4.30308 -2.65562 0.70767 0.56 -0.80 0.52
C -0.14669 0.04660 3.04790 0.66 0.40 -0.52
C 1.27724 -1.53413 -0.01099 -1.26 0.23 -0.70
H 5.17169 -0.59575 -0.93135 0.23 0.43 -0.02
H 2.50127 1.85501 1.30118 -0.67 0.15 0.18
H 0.08346 3.23075 -2.02398 0.58 0.78 0.62
H 0.77344 -2.66453 -1.62281 0.25 -0.47 -0.31
H -1.33739 -1.41105 -4.75041 -0.17 0.39 -0.29
H -2.33427 -2.21961 0.68761 0.26 -0.11 0.13
H -2.92703 -2.85126 2.21564 0.30 0.10 0.01
H 6.64238 1.06995 -0.37450 0.22 0.40 -0.07
H 3.82584 -0.83454 0.09252 0.08 0.19 0.37
H -2.91030 -1.45791 -5.46247 -0.23 -0.14 0.15
H 6.03718 2.49653 0.45556 0.34 -0.15 0.09
H 0.75018 2.11004 1.37093 -0.05 -0.05 -0.24
H -0.72954 4.00346 -0.63104 0.45 -0.02 -0.01
H -1.75991 0.50240 -2.37435 0.09 0.33 0.01
H 2.41378 -2.93572 -0.98760 -0.18 -0.08 -0.35
H -6.19020 -3.13414 1.18033 -0.15 -0.01 0.44
H -5.14744 -2.89045 2.59045 -0.29 0.05 0.07
H -4.34250 -2.47108 -4.07202 -0.40 -0.39 0.27
H -0.38635 -0.49318 0.64743 0.19 0.22 -0.64
H 1.40982 -0.23181 4.29096 0.40 -0.22 -0.17
H -0.52523 1.53365 -3.04886 0.01 -0.34 0.04
H -1.86449 -0.82195 3.76230 -0.09 0.52 -0.13
H -4.25660 -2.58847 -2.29775 0.13 0.47 -0.13
H -0.51705 -1.35744 -0.92236 -0.54 0.34 0.21
H 3.23046 5.21101 0.84066 0.47 -0.11 -0.04
H 1.86796 0.09762 2.64654 -0.06 0.16 -0.08
H -0.64388 -0.68105 4.93552 0.23 -0.08 -0.06
H 3.84935 3.54866 1.18351 0.29 0.42 0.14



61
Properties=species:S:1:pos:R:3:forces:R:3 method="wB97M-V/def2-TZVPD" e_tot_ha=-3365.4781 multiplicity=4 largest_force_ev_per_a=10.78 homo_lumo_gap_ev="4.5 / 8.2" s_squared=3.75
Ni -2.69331 0.91857 1.55297 -0.02 0.13 0.12
O 4.21849 -1.40438 -0.10242 1.39 3.49 1.87
O -2.87350 -0.98318 0.69333 0.08 0.15 1.37
O 2.32274 4.20450 -2.65981 -0.03 -0.04 -1.39
O 0.55576 -0.53100 -0.14468 -0.65 1.81 0.23
O 2.62359 -0.83151 -4.65337 -1.18 0.85 0.51
O -3.62391 1.69620 -0.14347 -0.07 -2.96 3.45
O 0.99440 -3.61642 3.71667 0.12 0.10 0.71
O -1.94095 0.11234 3.31284 -4.48 0.50 -3.81
O -0.75171 0.99039 0.68859 -0.49 1.29 2.22
O -0.18269 1.05926 -1.32617 -0.46 2.53 -4.03
N 2.94075 5.24727 -0.80357 3.52 2.68 1.52
N -1.66371 -0.67327 5.38739 0.24 0.08 0.73
N 1.11234 4.16632 -0.79591 -4.13 -1.76 1.63
N 4.48597 -3.45629 -0.79975 3.88 -5.62 -2.18
N 0.19927 -2.46254 1.90690 -1.45 -0.83 -0.25
N -0.05221 0.32848 4.21210 5.21 1.16 1.58
N 2.12458 0.64512 -3.04401 0.24 2.34 1.23
N 1.83716 -1.64056 2.97105 3.43 2.29 2.31
N -3.82402 -2.77807 -0.27346 -2.57 -4.46 2.54
N -2.87698 -1.42938 -1.51320 1.39 1.27 -2.51
N 0.89964 -1.18617 -3.28571 -2.89 -1.45 1.37
N -0.12079 0.57288 -0.26042 1.51 -5.39 1.89
N 2.58598 -2.76727 -0.46898 -10.77 -0.21 0.42
N -4.30324 3.35001 -1.31869 -4.70 6.63 -0.95
N -2.83507 2.12289 -2.13741 3.56 -2.11 -3.76
C -3.56787 2.36563 -1.12768 0.46 -1.71 1.05
C -3.15597 -1.68847 -0.26111 0.98 3.10 0.20
C 1.00070 -2.64224 2.98623 -1.89 -2.02 -1.96
C 3.78936 -2.47019 -0.40293 3.82 2.57 -0.11
C 1.88178 -0.42504 -3.71777 3.40 -3.23 -4.02
C -1.26978 -0.03271 4.26928 -1.23 -1.78 1.19
C 2.13512 4.52412 -1.50507 0.23 -1.07 -2.11
H 0.35614 3.70471 -1.28085 0.14 -0.21 0.51
H 2.69083 1.30830 -3.55357 -0.10 0.33 0.83
H 0.38577 -0.84236 -2.48706 -0.23 -0.42 -0.12
H 2.46508 -1.65840 3.76194 0.23 0.49 -0.26
H 1.61462 -0.75851 2.53221 0.29 -0.43 0.01
H -2.30454 1.26586 -2.07305 0.57 0.88 -0.67
H 0.52243 -1.94189 -3.83952 0.48 0.32 0.13
H 3.88312 -4.17039 -1.18280 1.26 -0.58 0.08
H 0.53715 -1.75418 1.27115 -0.83 -0.30 -0.47
H -4.04645 -3.18282 0.62476 -0.25 -0.40 -0.43
H 1.09609 4.31202 0.20339 -0.48 -0.16 -0.44
H 1.93562 -2.03018 -0.23695 0.29 0.16 -0.15
H 5.48437 -3.59430 -0.73464 -0.45 0.43 -0.13
H -2.85558 2.75713 -2.92318 0.65 -0.80 -0.09
H -3.13876 -2.24748 -2.04451 0.82 1.53 -1.53
H -4.91427 3.73085 -0.61037 0.24 -0.10 -0.22
H 2.80457 5.32600 0.19410 0.57 0.43 -0.45
H 0.34398 0.75604 3.38729 -0.28 -0.29 0.24
H -2.62208 -0.97956 5.47589 0.53 -0.20 0.02
H -2.61298 -0.50115 -1.81118 -0.06 -0.78 -0.33
H -0.87796 -1.02397 5.91626 -0.95 -0.36 0.55
H -4.16040 3.81644 -2.20308 -0.78 0.56 0.57
H 0.51758 -0.10614 4.92383 0.76 0.71 -0.47
H 3.72651 5.61592 -1.32006 0.13 -0.02 0.73
H 2.10534 -3.42921 -1.06136 0.80 -0.18 0.11
H -0.32512 -3.26165 1.58053 0.10 0.34 -0.01
H 1.46458 0.79822 -2.29497 0.53 1.18 -0.12
H -4.04754 -3.19460 -1.16602 -0.44 -0.49 1.05



Energy relative to the best compared isomer or geometry (same formula, charge and spin), record by record: 7.079 0.000 0.582 0.820 eV